76
Properties=species:S:1:pos:R:3:forces:R:3 method="wB97M-V/def2-TZVPD" lumo_energy_ev="-12.655 / -12.660" charge=+4 homo_energy_ev="-17.71 / -18.52" orbital_gap_ev="5.06 / 5.86" spin_multiplicity=2
Ir -1.877 -1.090 -0.165 0.0583 -0.9532 2.5875
C 6.556 9.618 0.434 -0.0758 -0.0227 0.0137
O 6.869 8.183 0.444 0.1316 0.3711 -0.0352
C 5.960 7.281 0.417 -0.1453 -0.1188 -0.0120
C 6.445 5.927 0.410 0.0711 0.0795 -0.0094
C 5.562 4.897 0.399 -0.1223 -0.1072 -0.0066
C 4.170 5.150 0.390 0.0071 0.0356 -0.0070
C 3.694 6.495 0.384 -0.0458 -0.1523 -0.0084
C 4.555 7.543 0.392 0.0659 0.0567 -0.0188
C 3.186 4.082 0.379 0.1091 0.0062 0.0255
N 1.883 4.289 0.344 -0.0624 -0.0874 -0.0021
C 1.326 3.054 0.352 -0.2431 0.0888 -0.0125
C 2.295 2.066 0.399 0.0697 -0.1709 0.0293
N 3.482 2.737 0.412 -0.0089 0.0460 0.0492
C 1.973 0.665 0.467 0.1399 0.1605 0.1598
C 2.866 -0.398 0.672 0.0893 0.0045 -0.0282
C 2.375 -1.677 0.803 -0.0059 0.0460 0.1119
C 1.005 -1.901 0.690 -0.0326 0.2530 0.2191
N 0.141 -0.912 0.457 0.4430 -0.4866 -1.3595
C 0.613 0.356 0.378 -0.0356 -0.1399 0.0825
C -0.393 1.371 0.283 -0.1002 -0.0453 -0.0519
N -1.680 0.930 0.208 -0.3699 -0.0071 0.2343
C -2.666 1.833 0.238 0.0568 0.1108 -0.0431
C -2.424 3.199 0.333 -0.0542 -0.0208 -0.0370
C -1.124 3.653 0.353 0.0777 0.0178 0.0210
C -0.075 2.720 0.325 0.1153 0.2695 -0.0597
H 7.517 10.115 0.430 0.0873 -0.0332 0.0013
H 5.996 9.874 1.329 0.0238 -0.0723 0.0681
H 5.993 9.862 -0.464 0.0326 -0.0706 -0.0662
H 7.516 5.770 0.404 -0.0191 0.0366 0.0341
H 5.951 3.887 0.390 -0.0158 0.0176 -0.0004
H 2.627 6.665 0.371 -0.0016 -0.0182 -0.0061
H 4.188 8.559 0.373 0.0096 -0.0192 0.0394
H 4.402 2.332 0.458 0.0337 -0.0030 -0.0053
H 3.931 -0.220 0.757 -0.0285 -0.0248 -0.0231
H 3.035 -2.511 0.996 -0.0077 0.0083 0.0217
H 0.596 -2.893 0.833 0.0207 -0.0216 -0.1240
H -3.681 1.468 0.182 0.0235 0.0404 0.0323
H -3.260 3.882 0.387 0.0048 -0.0005 -0.0545
H -0.897 4.711 0.402 -0.0189 -0.0181 0.0073
N -3.996 -1.065 0.332 0.0075 0.2807 -0.8965
C -4.755 -2.317 0.374 -0.1006 0.1462 -0.0040
C -6.131 -2.323 0.412 -0.1186 0.0841 0.0682
C -6.793 -3.542 0.555 0.0551 -0.0382 0.0185
C -6.080 -4.735 0.627 -0.0306 -0.0097 -0.0316
C -4.696 -4.722 0.571 -0.0377 0.0141 -0.0790
C -4.036 -3.500 0.425 0.0725 -0.1816 0.6044
P -2.286 -3.370 0.267 -0.3717 0.3131 -1.6257
C -1.972 -2.927 -1.439 0.2654 0.6784 -0.3533
C -2.996 -2.677 -2.411 -0.0061 -0.2693 0.0230
C -2.672 -2.431 -3.717 -0.0675 0.0248 -0.0611
C -1.324 -2.399 -4.110 -0.0182 -0.0484 0.0301
C -0.298 -2.632 -3.197 0.0601 0.0094 0.0442
C -0.609 -2.895 -1.880 -0.2101 -0.3894 -0.4157
C -1.453 -4.902 0.559 0.5411 0.3626 0.7456
C -1.186 -5.754 -0.525 -0.0744 0.0280 0.0899
C -0.619 -6.987 -0.269 0.0424 -0.0863 0.0268
C -0.279 -7.350 1.033 -0.0587 -0.0068 -0.0275
C -0.547 -6.503 2.104 0.0588 -0.0628 0.0208
C -1.127 -5.270 1.874 -0.0868 -0.0141 -0.0729
H -3.947 -0.696 1.282 -0.0607 0.0527 0.0218
H -4.511 -0.382 -0.220 -0.1864 -0.1003 0.0149
H -6.697 -1.398 0.366 0.0134 -0.0426 0.0207
H -7.871 -3.552 0.640 -0.0037 -0.0123 -0.0902
H -6.605 -5.677 0.720 0.0002 0.0410 0.0450
H -4.136 -5.648 0.615 0.0016 0.0128 0.0402
H -4.038 -2.745 -2.118 0.0320 0.0719 0.0300
H -3.453 -2.282 -4.452 0.0448 0.0188 0.0208
H -1.080 -2.214 -5.150 -0.0127 0.0017 0.0306
H 0.732 -2.631 -3.525 -0.0203 0.0098 0.0033
H 0.175 -3.174 -1.193 0.0035 0.0960 -0.0117
H -1.444 -5.476 -1.538 -0.0325 -0.0362 0.0267
H -0.452 -7.676 -1.087 0.0755 0.0266 0.0190
H 0.195 -8.307 1.212 -0.0632 -0.0205 0.0085
H -0.312 -6.810 3.115 0.0509 0.0192 -0.0317
H -1.329 -4.605 2.707 -0.0417 -0.0282 -0.0191

---

82
Properties=species:S:1:pos:R:3:forces:R:3 method="wB97M-V/def2-TZVPD" de_lowest_ev=0.3774 lumo_energy_ev="-3.590 / -3.709" charge=+1 homo_energy_ev="-10.16 / -10.14" orbital_gap_ev="6.57 / 6.43" spin_multiplicity=2
Ti 1.937 0.381 0.133 0.2212 -1.4926 -0.2887
Cl -2.077 5.536 1.719 -0.0238 0.1325 0.1495
C -1.056 4.475 0.844 0.1164 -0.0622 -0.3429
C -0.191 3.638 1.538 0.1308 -0.2200 -0.0091
C 0.615 2.760 0.826 -0.5835 0.8001 -0.7281
N 1.497 1.821 1.330 0.0181 0.7437 1.1436
C 1.502 1.359 2.594 -0.5207 0.6457 0.0912
O 0.677 1.558 3.480 0.3715 -0.2119 -0.0682
C 2.721 0.521 2.778 0.7870 -0.3122 0.4060
C 3.160 0.189 4.055 -0.3232 0.0780 -0.3069
C 4.398 -0.402 4.206 0.1610 0.0119 -0.5633
C 5.172 -0.580 3.060 -0.1344 0.0124 0.2796
C 4.659 -0.233 1.824 0.0312 0.0537 -0.1674
N 3.428 0.264 1.647 0.6459 -0.0053 1.6121
C 0.602 2.758 -0.590 -0.5748 0.6729 0.6699
C -0.249 3.613 -1.277 0.1493 -0.2084 0.0115
C -1.090 4.450 -0.554 0.1462 -0.0561 0.4197
Cl -2.179 5.467 -1.400 -0.1675 0.1391 -0.2669
N 1.476 1.817 -1.108 0.3412 0.5699 -0.8267
C 1.607 1.540 -2.422 -0.2983 0.6347 0.0059
O 0.972 1.983 -3.368 0.3334 -0.3080 0.2017
C 2.741 0.580 -2.590 0.5875 -0.3044 -0.5103
C 3.315 0.426 -3.847 -0.3087 0.0615 0.2681
C 4.503 -0.268 -3.964 -0.0036 -0.1090 0.5393
C 5.057 -0.797 -2.800 -0.0924 0.0553 -0.3123
C 4.387 -0.662 -1.601 0.0770 -0.0011 0.1201
N 3.234 0.011 -1.463 0.9453 0.0743 -1.6940
H -0.165 3.643 2.616 -0.0798 0.0699 0.0209
H 2.525 0.442 4.891 -0.0769 -0.0130 0.0441
H 4.773 -0.675 5.178 0.0551 -0.0305 0.1137
H 6.170 -0.981 3.129 0.1260 -0.0054 -0.0428
H 5.289 -0.318 0.947 -0.1525 -0.1158 0.0333
H -0.269 3.604 -2.355 -0.0688 0.0591 0.0235
H 2.818 0.894 -4.685 0.0158 0.0365 -0.0009
H 4.992 -0.377 -4.918 0.0849 -0.0273 -0.1032
H 5.998 -1.323 -2.825 0.0744 -0.0713 0.0304
H 4.792 -1.133 -0.717 -0.1144 0.1182 -0.0839
C 1.854 -3.107 -2.783 -0.0374 -0.0423 0.0299
C 2.064 -2.943 -1.307 -0.1726 -0.1382 0.1752
C 1.006 -2.581 -0.474 0.2224 -0.3393 -0.1060
C 1.200 -2.404 0.896 0.0715 -0.4144 0.1568
C 2.456 -2.621 1.454 -0.1877 -0.2068 -0.0214
C 3.494 -3.056 0.640 0.0468 -0.0752 -0.0882
C 3.300 -3.213 -0.724 -0.1466 -0.0906 0.2444
H 1.301 -2.261 -3.196 -0.0046 -0.0134 -0.0582
H 1.277 -4.010 -2.983 -0.0270 -0.0082 -0.0736
H 2.804 -3.192 -3.306 0.0262 0.0090 -0.0651
H 0.004 -2.515 -0.886 0.1420 0.1369 0.0097
H 0.342 -2.242 1.543 0.1155 0.2201 -0.0703
H 2.600 -2.537 2.524 0.0113 0.0607 -0.0138
H 4.455 -3.292 1.073 0.0802 -0.0038 0.0499
H 4.115 -3.562 -1.343 0.0448 -0.0144 -0.0659
C -6.389 -3.116 -1.134 -0.0007 -0.1017 0.0208
C -5.995 -1.843 -0.456 0.0173 0.0881 -0.0362
C -6.561 -0.632 -0.833 0.0580 -0.1146 0.0833
C -6.202 0.547 -0.212 0.2014 0.1294 0.2061
C -5.262 0.544 0.815 -0.1573 -0.3984 -0.0819
N -4.952 1.776 1.421 -0.5484 0.2506 -0.2681
C -3.868 2.166 2.135 0.5777 -0.1011 0.0531
O -3.868 3.113 2.879 -0.1457 0.1533 0.2785
N -2.690 1.403 1.983 -0.1675 0.0828 0.7599
C -2.115 0.944 0.834 0.3480 -0.3828 -0.9002
C -2.647 1.062 -0.456 0.3960 0.0652 0.3147
C -1.912 0.568 -1.518 0.3464 -0.2360 0.0605
C -0.654 0.033 -1.306 -0.2781 -0.0775 -0.2133
N -0.102 -0.031 -0.084 -1.5969 -0.0830 -0.0832
C -0.852 0.346 0.952 -0.5670 -0.0543 0.2276
C -4.700 -0.665 1.213 -0.1164 0.0528 0.1146
C -5.066 -1.838 0.578 -0.0643 0.1271 -0.0827
H -7.096 -2.919 -1.935 -0.0326 -0.0852 -0.0724
H -6.853 -3.796 -0.422 -0.0670 -0.0964 -0.0001
H -5.518 -3.621 -1.549 0.0065 -0.0546 -0.0715
H -7.299 -0.611 -1.620 -0.0977 0.0030 -0.1236
H -6.653 1.481 -0.515 -0.0486 0.1180 -0.0576
H -5.709 2.448 1.449 0.2117 -0.0466 0.1155
H -2.037 1.570 2.744 -0.1562 0.1544 -0.0928
H -3.582 1.560 -0.640 -0.1080 0.0558 0.0150
H -2.294 0.645 -2.522 -0.0193 -0.0355 -0.1390
H -0.054 -0.323 -2.139 -0.1057 0.0903 0.1043
H -0.446 0.212 1.952 -0.0358 0.1089 -0.1806
H -4.001 -0.698 2.035 0.0087 0.0152 0.0451
H -4.633 -2.770 0.909 0.0606 -0.1215 0.0326

---

84
Properties=species:S:1:pos:R:3:forces:R:3 method="wB97M-V/def2-TZVPD" de_lowest_ev=0.0509 lumo_energy_ev="-2.951 / -2.951" charge=+1 homo_energy_ev="-9.41 / -9.41" orbital_gap_ev="6.46 / 6.46" spin_multiplicity=1
Pt 1.198 0.752 1.722 -0.3039 1.3690 -0.2693
S 6.364 1.073 7.245 0.0805 -0.0352 0.0974
N 4.760 1.215 7.257 0.0169 0.0431 -0.0272
C 4.361 1.086 6.003 -0.0891 -0.0214 -0.0869
C 2.982 1.162 5.548 0.1544 -0.0133 0.1382
C 1.916 1.369 6.420 0.0897 0.0101 0.0688
C 0.645 1.438 5.904 -0.0391 0.0259 0.0211
C 0.469 1.317 4.534 -0.0375 0.0666 -0.0840
N 1.480 1.109 3.688 0.1756 0.0911 0.1208
C 2.740 1.017 4.182 0.0005 -0.0831 -0.0739
C 3.837 0.742 3.243 -0.0577 0.1046 -0.0138
N 3.512 0.548 1.954 -0.0753 -0.6980 0.2388
C 4.473 0.299 1.080 -0.0282 0.0638 -0.1150
C 5.817 0.223 1.429 -0.0012 0.0395 -0.0547
C 6.165 0.410 2.747 0.0775 0.0133 0.0744
C 5.162 0.676 3.677 0.0925 0.0457 0.1772
C 5.424 0.865 5.093 -0.1025 -0.0145 -0.1048
N 6.612 0.832 5.671 -0.0089 0.0303 0.0102
H 2.111 1.473 7.480 -0.0036 0.0030 -0.0265
H -0.213 1.606 6.540 -0.0025 -0.0107 -0.0332
H -0.508 1.409 4.082 -0.0122 -0.0250 -0.0123
H 4.159 0.153 0.051 -0.0110 -0.0507 0.0430
H 6.562 0.006 0.676 -0.0230 0.0175 0.0065
H 7.193 0.353 3.080 -0.0225 -0.0048 -0.0105
C -4.430 -6.433 -8.638 0.0003 0.0047 0.0547
O -4.588 -6.694 -7.250 0.0290 0.0016 -0.0390
C -3.946 -5.886 -6.380 -0.0002 0.0116 -0.0271
C -3.150 -4.808 -6.753 0.0307 0.0327 0.0214
C -2.543 -4.037 -5.770 0.0226 0.0213 -0.0305
C -2.713 -4.320 -4.423 0.0267 0.0215 0.0714
C -3.510 -5.413 -4.064 0.0062 0.0079 0.0461
C -4.117 -6.185 -5.025 -0.0257 -0.0319 -0.0107
C -2.091 -3.518 -3.366 -0.0132 -0.0226 0.0183
N -2.210 -3.742 -2.076 -0.0074 -0.0048 0.0092
C -1.481 -2.757 -1.469 -0.0912 -0.1048 0.1502
C -0.908 -1.923 -2.393 0.0524 0.0279 -0.1341
N -1.306 -2.422 -3.611 0.0443 0.0572 -0.1132
C -0.074 -0.818 -2.051 -0.0212 -0.0279 -0.0063
C 0.560 0.016 -2.980 -0.1078 -0.1134 -0.0662
C 1.357 1.034 -2.534 0.0783 0.1073 -0.0035
C 1.505 1.225 -1.164 0.0196 0.0747 0.0646
N 0.912 0.450 -0.262 -0.2166 -0.2641 -0.2027
C 0.125 -0.580 -0.675 0.0508 -0.0461 0.0229
C -0.491 -1.450 0.323 -0.0141 0.1129 -0.0077
N -0.269 -1.172 1.621 0.3261 -0.4645 -0.0659
C -0.793 -1.951 2.542 -0.0985 0.0359 0.0478
C -1.576 -3.071 2.241 -0.0208 0.0387 0.0826
C -1.820 -3.368 0.926 -0.0404 -0.0400 -0.0652
C -1.279 -2.542 -0.068 -0.0294 0.0065 -0.0882
H -5.012 -7.188 -9.155 -0.0176 -0.0203 0.0044
H -3.383 -6.515 -8.938 0.0105 -0.0106 0.0056
H -4.809 -5.442 -8.898 -0.0124 0.0098 0.0011
H -2.995 -4.562 -7.792 0.0006 0.0165 -0.0020
H -1.928 -3.204 -6.090 -0.0199 -0.0171 -0.0197
H -3.640 -5.638 -3.013 -0.0098 -0.0059 -0.0264
H -4.734 -7.034 -4.762 0.0073 0.0251 0.0199
H -1.076 -2.058 -4.518 -0.0158 -0.0086 0.0131
H 0.424 -0.144 -4.042 -0.0031 -0.0058 0.0233
H 1.859 1.698 -3.223 0.0040 -0.0012 0.0380
H 2.099 2.037 -0.770 0.0045 0.0011 0.0000
H -0.594 -1.677 3.575 0.0411 -0.0519 -0.0403
H -1.970 -3.686 3.039 0.0040 0.0252 -0.0094
H -2.418 -4.220 0.631 0.0104 0.0209 0.0018
C -2.589 4.034 1.754 -0.0074 -0.0254 0.0088
C -1.476 3.965 0.719 -0.0133 0.0088 0.0179
C -2.015 4.340 -0.649 -0.0407 0.0197 0.0077
O -1.029 2.586 0.679 0.1696 -0.0118 -0.0695
B 0.128 2.484 1.423 0.1834 -0.1813 0.1243
O 0.584 3.723 1.838 -0.2185 -0.1733 0.0682
C -0.188 4.738 1.143 0.0080 -0.0445 -0.0060
C -0.423 5.904 2.081 0.0139 0.0235 -0.0073
C 0.661 5.184 -0.041 0.0315 -0.0497 -0.0063
H -3.365 3.319 1.478 0.0018 0.0194 0.0059
H -3.033 5.029 1.794 0.0005 -0.0180 0.0293
H -2.222 3.770 2.747 -0.0013 0.0193 -0.0086
H -2.939 3.793 -0.840 0.0230 0.0130 -0.0064
H -1.306 4.098 -1.440 -0.0102 0.0214 0.0244
H -2.237 5.409 -0.691 -0.0120 -0.0326 -0.0168
H -0.917 5.591 2.999 0.0139 0.0078 -0.0118
H -1.034 6.667 1.594 0.0106 -0.0122 0.0338
H 0.536 6.352 2.345 -0.0225 0.0074 -0.0112
H 0.782 4.376 -0.766 0.0160 0.0283 0.0270
H 1.649 5.461 0.330 -0.0162 0.0325 -0.0131
H 0.225 6.046 -0.548 -0.0031 -0.0386 -0.0131